The following is a DFT calculation (ωB97M-V with the def2-TZVPD basis set) of a 6-piece molecular cluster, C26H51NO13 overall.

Gap between HOMO and LUMO: 10.1 eV
HOMO: -9.6 eV
Multiplicity: 1
SMILES string: CCCN[C@H]1COC(=O)O1.CCOC(C)=O.CCOC(C)=O.CCOC(C)=O.CCOC(C)=O.CCOC(C)=O
Relative energy (zero: lowest compared OMol25 entry of this formula, charge and spin): 0.0000 eV

Geometry (Å):
C (0.7558, 0.2150, -2.8684)
C (-0.7778, 0.1652, -2.8995)
C (-1.3948, 1.1634, -1.9026)
N (-2.4395, 0.5674, -1.0627)
C (-3.7069, 0.3700, -1.6506)
C (-4.3885, 1.3958, -2.5397)
O (-5.5340, 0.5979, -2.9243)
C (-5.0294, -0.6628, -3.1083)
O (-5.6236, -1.5411, -3.6414)
O (-3.7840, -0.7512, -2.5803)
H (1.1013, 1.2500, -2.7848)
H (1.1434, -0.3140, -1.9979)
H (1.2023, -0.2067, -3.7659)
H (-1.1112, 0.4129, -3.9102)
H (-1.1212, -0.8367, -2.6458)
H (-0.6078, 1.4989, -1.2232)
H (-1.7436, 2.0593, -2.4334)
H (-2.5505, 1.0666, -0.1930)
H (-4.4182, 0.1200, -0.8530)
H (-4.6285, 2.3702, -2.1293)
H (-3.7987, 1.4800, -3.4587)
O (-10.8755, 2.4540, 0.0995)
C (-10.5702, 1.4176, -0.4289)
O (-9.4696, 0.7798, 0.0050)
C (-9.0946, -0.5416, -0.4251)
C (-8.3122, -0.5151, -1.7192)
C (-11.3485, 0.8556, -1.5942)
H (-9.9760, -1.1823, -0.4797)
H (-8.4747, -0.9195, 0.3875)
H (-8.9044, -0.1154, -2.5435)
H (-7.9897, -1.5203, -1.9901)
H (-7.4356, 0.1157, -1.6119)
H (-10.9991, 1.3457, -2.5028)
H (-12.3965, 1.1051, -1.4498)
H (-11.2569, -0.2193, -1.7201)
O (3.7643, -0.4403, -2.7560)
C (4.2748, -1.3457, -2.1493)
O (3.6473, -1.8112, -1.0533)
C (4.1240, -2.9552, -0.3278)
C (5.2271, -2.5781, 0.6344)
C (5.6273, -1.8944, -2.5356)
H (4.4368, -3.7390, -1.0183)
H (3.2500, -3.3288, 0.2032)
H (6.0975, -2.1904, 0.1112)
H (5.5499, -3.4461, 1.2075)
H (4.8767, -1.8093, 1.3253)
H (6.3921, -1.2430, -2.1103)
H (5.7073, -1.8528, -3.6189)
H (5.8205, -2.9111, -2.2074)
O (8.1903, -3.7220, 0.3154)
C (8.9083, -3.4628, 1.2426)
O (8.6840, -2.3169, 1.9169)
C (9.3950, -1.9582, 3.1079)
C (10.7126, -1.2797, 2.7997)
C (10.0786, -4.3393, 1.6175)
H (9.5190, -2.8266, 3.7562)
H (8.7279, -1.2692, 3.6233)
H (11.3931, -1.9445, 2.2674)
H (11.1970, -0.9629, 3.7237)
H (10.5460, -0.4029, 2.1743)
H (10.9171, -4.0766, 0.9726)
H (9.8019, -5.3710, 1.4171)
H (10.3941, -4.2571, 2.6535)
O (-7.2824, -0.7356, 2.7540)
C (-7.4955, 0.2493, 3.4105)
O (-7.1041, 0.2484, 4.7026)
C (-7.1845, 1.4099, 5.5343)
C (-8.5564, 1.5756, 6.1529)
C (-8.2312, 1.4371, 2.8446)
H (-6.8746, 2.2986, 4.9833)
H (-6.4397, 1.2394, 6.3103)
H (-9.3227, 1.7316, 5.3937)
H (-8.5642, 2.4318, 6.8281)
H (-8.8219, 0.6828, 6.7189)
H (-9.3020, 1.2463, 2.9034)
H (-7.9706, 1.5222, 1.7950)
H (-8.0145, 2.3838, 3.3321)
O (9.0793, 2.0831, -0.8605)
C (7.8977, 2.2848, -0.7872)
O (7.1287, 2.0272, -1.8622)
C (5.6943, 2.0843, -1.8232)
C (5.1700, 3.4880, -2.0369)
C (7.2705, 2.8711, 0.4578)
H (5.3219, 1.6412, -0.8984)
H (5.3653, 1.4374, -2.6330)
H (5.4919, 4.1680, -1.2471)
H (4.0800, 3.4778, -2.0594)
H (5.5352, 3.8826, -2.9851)
H (7.3886, 3.9539, 0.4195)
H (7.8214, 2.4964, 1.3166)
H (6.2179, 2.6381, 0.5888)

Forces on the atoms, in the same order (eV/Å):
-0.314 0.188 0.155
0.281 0.300 -0.012
0.251 -0.139 0.098
0.148 0.031 -0.680
-0.568 0.303 0.593
0.491 -0.624 -0.623
0.336 0.126 -0.172
-0.105 0.012 -0.003
0.055 0.006 -0.034
-0.223 -0.173 0.234
0.038 -0.035 -0.117
0.059 -0.027 -0.067
0.029 -0.103 0.068
-0.160 -0.192 0.026
-0.073 0.007 -0.135
-0.073 -0.028 0.038
-0.022 -0.005 0.037
-0.010 -0.124 0.074
0.177 0.136 0.146
-0.414 -0.176 0.161
0.116 0.548 0.164
0.002 -0.005 0.003
0.023 0.048 -0.087
-0.011 -0.041 0.080
0.073 -0.151 -0.044
-0.220 0.054 0.042
-0.120 -0.133 0.108
-0.018 0.034 -0.027
-0.012 0.058 0.031
-0.005 -0.049 -0.014
0.033 0.007 0.005
0.053 0.003 0.018
0.012 -0.003 -0.009
0.024 0.087 -0.023
0.058 0.017 -0.038
0.027 0.010 -0.024
0.187 0.117 0.109
-0.142 -0.072 -0.122
0.117 -0.055 0.103
-0.072 0.166 0.038
-0.101 -0.185 -0.133
0.001 0.018 -0.013
-0.031 0.069 -0.013
0.061 -0.080 0.027
0.008 -0.017 -0.011
-0.050 -0.043 0.013
0.011 0.006 0.006
0.006 0.094 0.010
0.040 0.034 0.064
0.028 -0.090 -0.039
0.107 0.118 -0.093
-0.136 -0.042 0.057
0.101 0.060 0.054
-0.002 -0.010 -0.098
-0.099 -0.102 0.159
0.006 -0.012 -0.024
-0.025 -0.004 -0.029
0.009 -0.022 0.040
-0.008 0.003 0.009
-0.005 0.011 0.016
0.008 0.010 -0.003
0.009 0.021 -0.091
0.039 0.050 -0.022
0.017 0.003 -0.006
-0.141 -0.038 -0.022
0.128 -0.020 -0.020
-0.053 0.066 0.077
-0.051 -0.066 -0.054
0.271 0.174 0.015
-0.017 -0.010 -0.017
0.004 -0.035 -0.015
0.015 0.044 -0.004
0.010 0.000 0.007
0.016 0.012 0.020
-0.015 0.007 -0.021
-0.112 -0.057 -0.035
-0.066 -0.034 0.079
0.014 -0.008 0.007
-0.015 0.072 -0.006
0.040 -0.107 0.013
-0.139 0.028 -0.058
0.117 0.063 0.039
-0.067 -0.166 0.075
0.001 0.009 0.005
0.052 -0.016 0.006
-0.038 -0.016 0.027
-0.002 -0.020 -0.015
-0.028 -0.017 -0.016
-0.005 0.011 -0.005
0.070 0.055 -0.027
-0.011 0.055 -0.035

Results of the Mulliken charge analysis, in e, for atoms 1 through 5: number 1, C, carries -1.484; number 2, C, carries -0.088; number 3, C, carries -0.713; number 4, N, carries -0.335; number 5, C, carries -0.106